Record 1
Molecular formula: C4H7ClNOP
Method: DFT, ωB97M-V/def2-TZVPD

```
! wB97M-V def2-TZVPD RIJCOSX def2/J DEFGRID3
* xyz 0 1
C 1.199 -2.284 -2.579
C -0.833 -0.579 -0.957
C 0.501 0.238 1.531
C 2.040 -0.250 -0.754
N 0.901 -3.119 -3.297
O 0.763 -2.318 0.558
P 0.613 -0.938 0.098
Cl 3.519 -0.851 -0.298
H -0.982 -1.437 -1.610
H -1.707 -0.458 -0.320
H -0.680 0.320 -1.548
H -0.389 0.856 1.480
H 0.474 -0.370 2.432
H 1.375 0.885 1.569
H 2.031 0.496 -1.532
*
```

Summary:
Kohn-Sham gap (spin up / spin down) ... 8.056 / 6.309 eV
E ... -29606.4486 eV
E_LUMO (spin up / spin down) ... -2.58 / -3.34 eV
Relative energy (zero: lowest compared OMol25 entry of this formula, charge and spin) ... 92.4 kcal per mole

***

Record 2
Molecular formula: C4H7ClO
Method: DFT, ωB97M-V/def2-TZVPD

```
! wB97M-V def2-TZVPD RIJCOSX def2/J DEFGRID3
* xyz 0 1
C 0.615 1.308 -0.127
C -0.749 -0.332 1.241
C -0.007 -0.684 -1.246
C 0.314 -0.111 0.080
O 0.274 2.017 -1.004
Cl 1.569 2.084 1.263
H -1.655 0.242 0.764
H -0.283 0.132 2.139
H -0.907 -1.471 1.382
H -0.200 -1.822 -1.184
H -0.975 -0.306 -1.712
H 0.811 -0.517 -2.007
H 1.193 -0.540 0.411
*
```

Summary:
Kohn-Sham gap ... 11.545 eV
E ... -18831.1097 eV
E_LUMO ... 0.79 eV
Structure (SMILES) ... CC(C)C(=O)Cl
Relative energy (zero: lowest compared OMol25 entry of this formula, charge and spin) ... 9.7 kcal per mole